[1]
This record from the OMol25 dataset describes C6H11NO2 in the gas phase. The level of theory is wB97M-V/def2-TZVPD.

Properties
- orbital gap (eV) = 10.26
- E_HOMO (eV) = -9.516
- SMILES = [H]/N=C/CC(C)(C)C(=O)O
- relative energy (zero: lowest compared OMol25 entry of this formula, charge and spin) (eV) = 1.046
- E_LUMO (eV) = 0.75
- DFT total energy (eV) = -11985.22253

The geometry in ORCA input format:
```
! wB97M-V def2-TZVPD RIJCOSX def2/J DEFGRID3
* xyz 0 1
H -2.83 1.69 -1.51
N -1.99 1.27 -1.12
C -2.17 0.48 -0.17
C -1.07 -0.48 0.49
C 0.32 -0.10 0.08
C 0.74 1.29 0.53
C 0.57 -0.30 -1.41
C 1.24 -1.19 0.95
O 0.96 -1.69 2.01
O 2.49 -1.37 0.46
H -3.15 0.32 0.31
H -1.22 -0.36 1.57
H -1.31 -1.50 0.20
H 1.82 1.38 0.45
H 0.23 2.04 -0.09
H 0.46 1.47 1.57
H 1.60 -0.08 -1.65
H 0.33 -1.32 -1.71
H -0.03 0.40 -1.99
H 3.00 -1.95 1.05
*
```

***

[2]
This record from the OMol25 dataset describes a molecular structure, C20H40BeO3SSi. The level of theory is wB97M-V/def2-TZVPD.

Properties
- orbital gap (alpha / beta) (eV) = 5.12 / 5.95
- E_HOMO (alpha / beta) (eV) = -4.978 / -5.351
- relative energy (zero: lowest compared OMol25 entry of this formula, charge and spin) (eV) = 0.000
- E_LUMO (alpha / beta) (eV) = 0.14 / 0.60
- DFT total energy (eV) = -46645.84501

The geometry in ORCA input format:
```
! wB97M-V def2-TZVPD RIJCOSX def2/J DEFGRID3
* xyz 0 1
C -1.16 -1.30 -3.54
C 1.57 -0.40 -4.45
C -1.55 -0.03 -3.72
H -1.53 -1.88 -2.68
C 1.28 0.88 -4.19
H 2.53 -0.81 -4.14
H -2.25 0.44 -3.01
H 2.02 1.51 -3.69
C -1.21 0.82 -4.91
H -2.01 1.57 -5.03
H -1.18 0.26 -5.86
C -0.37 -2.09 -4.54
H -1.03 -2.54 -5.30
H 0.09 -2.94 -4.01
C 0.75 -1.34 -5.29
H 0.35 -0.87 -6.20
H 1.45 -2.12 -5.65
C 0.10 1.63 -4.76
H 0.36 2.02 -5.76
H -0.11 2.50 -4.13
Be -0.26 -0.35 -1.02
H -1.92 -0.57 -1.24
C 2.86 1.23 -0.71
C 2.61 -0.01 0.09
C 2.84 -1.31 -0.61
C 2.94 0.02 1.54
O 0.55 -0.03 0.21
Si -0.59 -0.28 1.40
S -2.04 -1.13 0.12
O 0.09 -1.38 2.42
C -0.32 -1.96 3.70
C -1.20 -3.18 3.45
C 0.98 -2.37 4.40
C -1.10 -0.94 4.53
O -0.96 1.01 2.34
C -1.67 2.30 2.38
C -3.08 2.12 1.82
C -1.78 2.75 3.83
C -0.85 3.31 1.57
H 3.95 1.41 -0.77
H 2.42 2.13 -0.26
H 2.50 1.11 -1.74
H 3.91 -1.57 -0.59
H 2.30 -2.13 -0.11
H 2.55 -1.24 -1.66
H 2.49 0.90 2.04
H 2.61 -0.90 2.03
H 4.04 0.09 1.70
H -0.65 -3.94 2.88
H -1.48 -3.62 4.42
H -2.11 -2.92 2.89
H 1.60 -1.50 4.63
H 0.75 -2.87 5.35
H 1.54 -3.08 3.77
H -0.51 -0.03 4.69
H -2.05 -0.68 4.03
H -1.34 -1.35 5.52
H -3.61 1.36 2.40
H -3.64 3.07 1.90
H -3.06 1.81 0.77
H -0.81 3.01 4.26
H -2.38 3.67 3.85
H -2.27 2.00 4.47
H 0.10 3.50 2.08
H -0.66 2.94 0.55
H -1.38 4.27 1.51
*
```

***

[3]
This record from the OMol25 dataset describes 2 unconnected molecules or ions with the total composition C4H9N. The level of theory is wB97M-V/def2-TZVPD.

Properties
- orbital gap (eV) = 10.68
- E_HOMO (eV) = -9.528
- SMILES = C=CC.C=N
- relative energy (zero: lowest compared OMol25 entry of this formula, charge and spin) (eV) = 1.666
- E_LUMO (eV) = 1.15
- DFT total energy (eV) = -5782.14619

The geometry in ORCA input format:
```
! wB97M-V def2-TZVPD RIJCOSX def2/J DEFGRID3
* xyz 0 1
C -0.51 -2.21 0.04
C -1.15 -1.02 0.12
C -1.56 -0.19 -1.07
H -0.22 -2.73 0.94
H -0.33 -2.68 -0.97
H -1.29 -0.60 1.15
H -1.13 0.82 -1.04
H -1.37 -0.71 -1.96
H -2.71 -0.05 -1.08
C 1.98 1.19 0.68
N 1.29 2.16 0.23
H 2.63 0.56 0.02
H 2.05 0.93 1.74
H 0.82 2.64 0.93
*
```

***

[4]
This record from the OMol25 dataset describes 2 unconnected molecules or ions with the total composition C3H7N2O. The level of theory is wB97M-V/def2-TZVPD.

Properties
- orbital gap (eV) = 8.52
- E_HOMO (eV) = -13.090
- relative energy (zero: lowest compared OMol25 entry of this formula, charge and spin) (eV) = 4.940
- E_LUMO (eV) = -4.57
- DFT total energy (eV) = -8241.19919

The geometry in ORCA input format:
```
! wB97M-V def2-TZVPD RIJCOSX def2/J DEFGRID3
* xyz 1 1
C -2.49 -0.01 -1.22
C -0.29 -0.69 -0.41
C 0.86 1.01 0.59
N -1.37 -0.47 -0.95
N 1.81 0.19 0.99
O 0.55 -1.60 -0.14
H -2.52 0.40 -2.20
H -3.11 -0.22 -0.38
H 0.20 1.48 1.21
H 0.97 1.60 -0.26
H 2.44 -0.10 0.27
H 1.17 -1.47 0.55
H 1.78 -0.11 1.95
*
```

***

[5]
This record from the OMol25 dataset describes C18H25Cl2N3O3 in the gas phase. The level of theory is wB97M-V/def2-TZVPD.

Properties
- orbital gap (eV) = 9.35
- E_HOMO (eV) = -8.719
- SMILES = C/C(CC(=O)N(C(C)C)C(C)C)=N\NC(=O)COc1ccc(Cl)cc1Cl
- relative energy (zero: lowest compared OMol25 entry of this formula, charge and spin) (eV) = 0.000
- E_LUMO (eV) = 0.63
- DFT total energy (eV) = -54729.53846

The geometry in ORCA input format:
```
! wB97M-V def2-TZVPD RIJCOSX def2/J DEFGRID3
* xyz 0 1
C 0.78 1.31 -2.10
C 0.20 1.68 -0.76
C -1.26 1.47 -0.53
C -1.55 -0.04 -0.48
O -0.67 -0.84 -0.72
N -2.81 -0.42 -0.16
C -3.91 0.51 0.11
C -4.36 0.43 1.57
C -5.08 0.29 -0.85
C -3.10 -1.85 -0.03
C -2.93 -2.57 -1.37
C -2.26 -2.50 1.06
N 0.85 2.14 0.23
N 2.20 2.31 0.15
C 2.93 2.73 1.22
O 2.49 3.09 2.28
C 4.43 2.71 0.91
O 4.81 1.75 -0.06
C 4.64 0.43 0.23
C 4.18 -0.08 1.44
C 4.05 -1.44 1.63
C 4.38 -2.31 0.61
Cl 4.23 -4.02 0.85
C 4.84 -1.83 -0.61
C 4.97 -0.47 -0.79
Cl 5.52 0.15 -2.30
H 1.40 2.11 -2.50
H -0.02 1.09 -2.80
H 1.38 0.41 -1.99
H -1.52 1.93 0.42
H -1.83 1.93 -1.34
H -3.54 1.52 -0.07
H -4.81 -0.53 1.80
H -5.09 1.21 1.77
H -3.50 0.59 2.23
H -5.81 1.09 -0.72
H -4.73 0.31 -1.88
H -5.58 -0.66 -0.68
H -4.15 -1.93 0.26
H -1.89 -2.55 -1.67
H -3.24 -3.61 -1.26
H -3.54 -2.10 -2.14
H -1.21 -2.48 0.79
H -2.57 -3.53 1.20
H -2.38 -1.96 2.00
H 2.69 2.04 -0.70
H 4.72 3.67 0.48
H 4.98 2.57 1.85
H 3.89 0.59 2.24
H 3.68 -1.82 2.57
H 5.10 -2.51 -1.41
*
```

***

[6]
This record from the OMol25 dataset describes 2 unconnected molecules or ions with the total composition C4H6O2. The level of theory is wB97M-V/def2-TZVPD.

Properties
- orbital gap (eV) = 10.39
- E_HOMO (eV) = -9.544
- SMILES = C1CO1.C=C=O
- relative energy (zero: lowest compared OMol25 entry of this formula, charge and spin) (eV) = 2.908
- E_LUMO (eV) = 0.84
- DFT total energy (eV) = -8337.55341

The geometry in ORCA input format:
```
! wB97M-V def2-TZVPD RIJCOSX def2/J DEFGRID3
* xyz 0 1
C -1.07 -0.97 0.48
C -1.74 0.29 0.14
O -2.03 -0.91 -0.56
H -0.05 -1.15 0.16
H -1.38 -1.51 1.38
H -2.53 0.67 0.78
H -1.20 1.05 -0.43
C 1.93 0.57 -0.88
C 2.05 0.34 0.40
O 2.17 0.12 1.54
H 2.80 0.89 -1.45
H 0.97 0.44 -1.37
*
```

***

[7]
This record from the OMol25 dataset describes C4H11N3O2 in the gas phase. The level of theory is wB97M-V/def2-TZVPD.

Properties
- orbital gap (eV) = 8.97
- E_HOMO (eV) = -8.220
- SMILES = C=C(N)[C@@H](O)N[C@H](N)O
- relative energy (zero: lowest compared OMol25 entry of this formula, charge and spin) (eV) = 2.559
- E_LUMO (eV) = 0.75
- DFT total energy (eV) = -12890.27067

The geometry in ORCA input format:
```
! wB97M-V def2-TZVPD RIJCOSX def2/J DEFGRID3
* xyz 0 1
C -1.49 -1.72 -0.11
C -0.94 -0.65 -0.68
N -1.55 0.15 -1.62
C 0.79 -0.53 -0.70
O 1.18 0.48 -1.55
N 1.32 -0.38 0.61
C 0.92 0.87 1.36
N -0.46 1.16 1.39
O 1.58 1.95 0.71
H -2.52 -2.01 -0.30
H -0.96 -2.32 0.62
H -2.35 -0.24 -2.09
H -0.93 0.67 -2.22
H 1.07 -1.50 -1.12
H 1.24 1.29 -1.01
H 1.13 -1.21 1.16
H 1.31 0.73 2.37
H -0.95 0.55 2.02
H -0.91 0.92 0.39
H 2.53 1.79 0.76
*
```

***

[8]
This record from the OMol25 dataset describes a molecular structure, C30H28Cl2N4O14S4V. The level of theory is wB97M-V/def2-TZVPD.

Properties
- orbital gap (alpha / beta) (eV) = 5.93 / 5.93
- E_HOMO (alpha / beta) (eV) = -11.680 / -11.680
- relative energy (zero: lowest compared OMol25 entry of this formula, charge and spin) (eV) = 0.000
- E_LUMO (alpha / beta) (eV) = -5.75 / -5.75
- DFT total energy (eV) = -160256.07895

The geometry in ORCA input format:
```
! wB97M-V def2-TZVPD RIJCOSX def2/J DEFGRID3
* xyz 1 1
V -0.89 0.49 1.49
Cl -2.04 5.22 1.01
C -0.62 4.58 1.73
C 0.35 5.45 2.26
C 1.50 4.97 2.82
Cl 2.66 6.07 3.46
C 1.76 3.58 2.87
C 2.92 2.95 3.37
C 3.03 1.58 3.31
C 1.99 0.82 2.75
N 0.89 1.39 2.29
C 0.77 2.74 2.35
C -0.42 3.23 1.79
O -1.23 2.27 1.32
H 0.17 6.52 2.22
H 3.72 3.55 3.79
H 3.91 1.07 3.67
H 2.06 -0.26 2.68
O -4.81 -0.35 0.43
S -3.86 0.70 0.43
O -3.59 1.45 -0.75
O -2.45 0.04 0.86
C -4.15 1.82 1.78
C -4.84 2.96 1.41
C -5.21 3.89 2.37
C -4.86 3.70 3.69
C -4.15 2.56 4.07
C -3.80 1.61 3.12
S -2.96 0.17 3.76
O -3.53 -0.98 3.16
O -2.86 0.31 5.17
O -1.48 0.36 3.19
H -5.08 3.11 0.37
H -5.76 4.77 2.07
H -5.14 4.42 4.44
H -3.87 2.40 5.10
C 4.19 -0.40 -5.19
C 4.47 -1.51 -4.20
S 3.37 -1.54 -2.81
O 3.37 -0.25 -2.18
O 3.67 -2.71 -2.03
C 1.72 -1.82 -3.49
C 0.86 -0.59 -3.74
N 0.60 0.19 -2.53
C -0.18 -0.22 -1.50
N -0.11 0.66 -0.50
C 0.72 1.67 -0.89
C 1.15 1.40 -2.14
N 2.03 2.23 -2.92
O 2.14 2.01 -4.11
O 2.57 3.12 -2.31
C -1.03 -1.43 -1.57
H 4.95 -0.39 -5.97
H 4.19 0.58 -4.70
H 3.23 -0.54 -5.69
H 5.45 -1.39 -3.72
H 4.43 -2.51 -4.64
H 1.28 -2.50 -2.77
H 1.84 -2.37 -4.43
H -0.11 -0.91 -4.13
H 1.31 0.08 -4.46
H 0.95 2.53 -0.29
H -1.72 -1.34 -2.41
H -1.62 -1.54 -0.66
H -0.44 -2.34 -1.69
C -0.42 -6.18 -2.37
C -0.24 -5.22 -1.23
C 0.98 -4.60 -1.00
C 1.16 -3.73 0.07
C 0.09 -3.50 0.91
C -1.15 -4.10 0.71
C -1.31 -4.95 -0.36
S 0.28 -2.41 2.26
O -0.81 -2.55 3.17
O 1.63 -2.41 2.71
O 0.10 -0.99 1.50
H 0.44 -6.17 -3.04
H -1.32 -5.94 -2.95
H -0.54 -7.20 -1.99
H 1.82 -4.79 -1.66
H 2.12 -3.27 0.24
H -1.96 -3.90 1.40
H -2.26 -5.44 -0.53
*
```

***

[9]
This record from the OMol25 dataset describes C2H5NO2 in the gas phase. The level of theory is wB97M-V/def2-TZVPD.

Properties
- orbital gap (eV) = 10.51
- E_HOMO (eV) = -9.792
- SMILES = NC(=O)CO
- relative energy (zero: lowest compared OMol25 entry of this formula, charge and spin) (eV) = 0.449
- E_LUMO (eV) = 0.72
- DFT total energy (eV) = -7740.30241

The geometry in ORCA input format:
```
! wB97M-V def2-TZVPD RIJCOSX def2/J DEFGRID3
* xyz 0 1
N -0.80 0.07 1.26
C -0.48 0.61 0.04
O -0.85 1.73 -0.28
C 0.46 -0.14 -0.91
O 1.12 -1.26 -0.38
H -1.39 0.68 1.81
H -0.96 -0.92 1.38
H -0.12 -0.47 -1.78
H 1.15 0.63 -1.27
H 1.87 -0.95 0.13
*
```

***

[10]
This record from the OMol25 dataset describes 4 unconnected molecules or ions with the total composition C2H10O4. The level of theory is wB97M-V/def2-TZVPD.

Properties
- orbital gap (alpha / beta) (eV) = 2.00 / 8.99
- E_HOMO (alpha / beta) (eV) = 1.130 / -5.947
- relative energy (zero: lowest compared OMol25 entry of this formula, charge and spin) (eV) = 1.654
- E_LUMO (alpha / beta) (eV) = 3.13 / 3.04
- DFT total energy (eV) = -10423.66286

The geometry in ORCA input format:
```
! wB97M-V def2-TZVPD RIJCOSX def2/J DEFGRID3
* xyz -1 2
C 2.32 -0.16 -0.90
C 1.39 0.02 -1.85
O 0.08 0.48 -1.73
H 3.30 -0.56 -1.23
H 2.30 0.03 0.19
H 1.62 -0.31 -2.84
H -0.24 0.32 -0.82
H -5.32 -0.50 3.52
H -3.85 -0.29 3.25
O -4.44 -0.76 3.78
H 3.98 2.40 2.27
H 3.89 0.96 1.72
O 3.42 1.62 2.33
H -1.53 -0.85 -3.08
H -2.90 -1.14 -2.68
O -2.00 -1.24 -2.36
*
```

***

[11]
This record from the OMol25 dataset describes a molecular structure, AsF6H26O13. The level of theory is wB97M-V/def2-TZVPD.

Properties
- orbital gap (eV) = 11.50
- E_HOMO (eV) = -9.435
- relative energy (zero: lowest compared OMol25 entry of this formula, charge and spin) (eV) = 2.874
- E_LUMO (eV) = 2.06
- DFT total energy (eV) = -104188.75714

The geometry in ORCA input format:
```
! wB97M-V def2-TZVPD RIJCOSX def2/J DEFGRID3
* xyz -1 1
As 0.57 -0.61 0.41
F 1.01 -2.06 1.37
F 0.18 0.22 1.95
F 0.08 0.90 -0.48
F 0.98 -1.51 -1.14
F -1.09 -1.24 0.36
F 2.21 0.06 0.47
O 0.10 5.50 -2.53
H -0.74 5.92 -2.72
H -0.11 4.57 -2.44
O -0.97 -1.70 -6.73
H -1.03 -1.66 -7.69
H -0.23 -1.13 -6.52
O 7.32 0.34 -1.06
H 6.65 1.00 -1.22
H 7.30 0.20 -0.12
O -5.40 -3.61 -2.26
H -4.75 -3.11 -2.74
H -5.93 -2.96 -1.82
O 3.64 -0.90 -5.23
H 4.10 -1.72 -5.45
H 3.33 -1.04 -4.34
O -1.12 5.51 2.59
H -0.74 5.40 1.71
H -0.53 5.02 3.16
O -3.68 -2.20 5.00
H -4.36 -2.56 5.57
H -3.47 -2.91 4.40
O 4.22 3.81 -1.28
H 4.09 3.13 -0.63
H 3.33 4.15 -1.45
O 4.78 -1.81 4.75
H 5.03 -1.11 4.15
H 3.85 -1.96 4.59
O -6.75 -0.28 0.37
H -6.42 -0.24 1.27
H -6.06 0.09 -0.17
O -3.85 1.99 3.91
H -3.13 2.44 3.46
H -3.55 1.09 3.99
O 0.42 0.07 6.65
H 0.96 0.86 6.53
H 0.11 -0.15 5.77
O -0.25 -5.62 -4.68
H -0.77 -4.87 -4.96
H 0.66 -5.35 -4.80
*
```

***

[12]
This record from the OMol25 dataset describes a molecular structure, C23H29B3O6. The level of theory is wB97M-V/def2-TZVPD.

Properties
- orbital gap (eV) = 8.74
- E_HOMO (eV) = -9.698
- E_LUMO (eV) = -0.96
- DFT total energy (eV) = -38642.18910

The geometry in ORCA input format:
```
! wB97M-V def2-TZVPD RIJCOSX def2/J DEFGRID3
* xyz 0 1
C 7.04 -4.39 0.09
O 7.90 -3.27 0.00
C 7.38 -2.10 0.60
C 6.26 -1.44 -0.21
C 5.13 -0.87 0.66
C 3.79 -1.56 0.43
C 3.10 -1.15 -0.86
C 1.92 -2.09 -1.19
C 0.66 -1.73 -0.40
C -0.62 -2.35 -0.99
B -1.59 -2.57 0.21
O -2.06 -1.48 0.94
B -1.68 -1.64 2.25
O -1.99 -2.84 2.87
B -1.85 -3.94 2.04
O -1.96 -3.84 0.68
H 7.11 -4.96 -0.83
H 6.01 -4.11 0.25
H 7.36 -5.05 0.90
H 7.04 -2.30 1.62
H 8.22 -1.42 0.69
H 6.71 -0.65 -0.81
H 5.82 -2.19 -0.86
H 5.38 -0.97 1.71
H 5.05 0.20 0.49
H 3.14 -1.30 1.25
H 3.96 -2.63 0.42
H 3.78 -1.14 -1.71
H 2.68 -0.15 -0.77
H 1.72 -2.10 -2.26
H 2.21 -3.09 -0.90
H 0.55 -0.65 -0.33
H 0.80 -2.11 0.61
H -1.09 -1.64 -1.67
H -0.42 -3.28 -1.51
H -1.04 -0.81 2.80
H -1.61 -4.99 2.54
C -3.74 6.78 -1.93
C -2.80 6.00 -2.60
C -2.71 4.65 -2.33
C -3.54 4.07 -1.39
C -4.47 4.85 -0.70
C -4.57 6.21 -0.98
C -5.36 4.26 0.34
O -6.17 4.95 0.93
C -5.21 2.81 0.64
C -5.99 2.25 1.65
C -5.87 0.90 1.93
C -4.98 0.10 1.21
C -4.20 0.66 0.21
C -4.31 2.02 -0.07
C -3.44 2.60 -1.13
O -2.67 1.91 -1.76
H -3.81 7.84 -2.14
H -2.14 6.45 -3.33
H -1.98 4.03 -2.85
H -5.30 6.81 -0.46
H -6.68 2.87 2.20
H -6.47 0.46 2.72
H -4.89 -0.95 1.43
H -3.51 0.05 -0.34
*
```